Record 1
118
Properties=species:S:1:pos:R:3 method="wB97M-V/def2-TZVPD" e_tot_ha=-2321.98119 total_charge=-1 orbital_gap_ev=4.80
H 2.367 4.347 -2.268
H -7.203 1.134 7.641
H -2.662 1.279 -1.695
C 3.522 -3.207 -2.567
C 3.174 3.578 -2.026
H -8.883 -1.955 -0.446
N -9.263 -0.443 1.013
H -3.589 -0.446 1.633
P 1.761 3.148 3.189
H 3.685 -2.693 -8.948
H -9.732 -1.645 5.477
H -0.469 -0.142 -2.226
H 4.055 -4.143 -2.143
H -1.464 -1.960 -4.413
N 0.699 -1.623 -8.186
C 1.511 -2.446 -8.920
H 3.093 2.724 -4.108
C 2.811 -2.202 -8.546
C -7.665 0.536 6.870
C 1.714 3.099 0.201
C -3.464 0.173 0.678
H -4.484 0.589 0.341
H 1.015 3.538 -0.615
H 1.647 -4.322 -2.044
H 3.836 0.998 1.586
C 0.990 -2.459 -3.131
C -1.453 -0.345 -2.767
H 0.917 2.230 5.371
H -0.573 -2.669 -1.462
O -1.256 3.026 3.361
H 3.344 -0.045 -4.453
N -8.135 -0.355 4.893
H 3.104 2.798 2.768
H -1.441 0.299 -3.729
H -9.253 -0.618 7.947
C 4.342 -2.623 -3.853
H 5.550 -1.320 -2.409
C 3.060 -2.376 3.001
H 0.500 4.546 1.428
C 4.488 -0.291 4.034
H -2.801 1.088 0.924
H -0.304 -1.583 -8.255
C 3.376 -0.048 1.563
C 4.409 1.351 -2.949
H 1.741 -4.014 1.975
H 1.287 -2.483 -0.213
H 3.629 -0.771 -7.031
H 0.917 -2.174 -4.249
H 5.863 -0.965 -4.245
H 2.010 -4.345 -3.843
C -0.501 -2.852 -2.603
C 3.895 -0.115 -3.437
C 2.516 -0.638 0.425
C 1.465 -0.863 -7.342
H 1.391 2.013 0.352
H 3.568 -2.488 -4.683
H 1.270 1.863 2.673
C -8.735 -0.378 7.029
H -6.323 0.367 2.172
H 1.009 -0.149 -6.672
H 2.317 -0.009 -0.500
H 3.600 -2.403 -1.760
H 2.311 4.877 1.420
C -2.719 0.159 -1.912
B -0.023 3.737 3.674
C 1.944 -2.077 0.620
C -2.758 -0.666 -0.522
H 3.280 -2.939 3.967
H -8.936 1.024 2.529
C 1.983 2.433 4.958
C -8.488 0.305 1.859
H -1.058 5.072 4.727
C -7.176 -0.049 1.656
H -3.354 -1.630 -0.655
C -7.158 -1.051 0.655
O -0.137 4.999 4.376
H -0.699 -3.968 -2.779
C -9.002 -0.915 5.793
H 5.251 1.650 -3.684
H 4.901 1.278 -1.923
H -1.742 2.804 4.195
H 3.825 3.936 0.123
C -1.597 -1.881 -3.275
H -6.553 1.071 5.004
C 2.028 -3.664 -2.918
C 2.192 -2.970 1.853
H -8.106 -0.561 3.904
H -1.672 -0.863 -0.193
C 1.535 4.037 1.497
H -2.633 -2.238 -2.934
H 5.556 -0.175 3.604
C 3.207 3.171 -0.454
C 3.071 0.718 6.620
H 4.592 -1.009 4.921
C 2.781 -1.199 -7.546
C 3.130 2.319 -3.024
C -8.460 -1.276 0.279
H 3.898 1.388 7.029
H 2.165 1.728 -2.806
H -10.266 -0.390 0.942
H 2.462 3.176 5.692
H 2.124 0.746 7.261
C 3.624 -0.931 2.822
C 5.075 -1.220 -3.456
H 3.445 -0.379 6.664
H 3.123 -0.483 -2.679
H 1.096 -3.131 -9.643
H 2.318 4.413 3.699
H 5.157 -3.387 -4.085
H 2.051 0.219 4.705
H 3.618 2.108 -0.415
H 1.295 -1.545 -2.518
H 4.189 4.104 -2.223
O 4.060 1.034 4.389
H -3.711 -0.039 -2.442
C 2.771 1.038 5.045
C -7.314 0.527 5.542
H -6.290 -1.552 0.255

=====

Record 2
132
Properties=species:S:1:pos:R:3 method="wB97M-V/def2-TZVPD" e_tot_ha=-3752.68004 orbital_gap_ev=9.09
O 3.391 5.986 -3.234
H -6.215 -3.047 1.264
H -8.287 -5.908 1.197
C 2.956 0.031 -1.888
H -2.475 1.660 2.174
C -3.412 1.088 2.054
H 3.377 -4.319 2.983
O 1.824 8.820 -3.106
C -0.271 1.888 -3.288
C -7.411 -6.323 -2.165
C 0.567 6.905 -3.884
C -0.339 -5.267 1.501
C 4.178 4.901 5.180
O 4.142 -4.751 1.064
C 0.652 -6.336 0.923
H 4.714 4.596 2.442
H 2.718 3.489 4.407
H 3.472 5.003 -1.449
H 1.331 0.622 -4.041
H 4.525 4.330 -2.718
H 2.751 4.070 -2.770
S -5.943 -8.251 2.076
C -4.410 1.573 1.133
H -7.060 -4.236 2.292
H 1.884 10.395 -4.449
C -2.472 -7.332 0.429
C 3.250 3.178 1.689
H 6.760 4.927 5.874
C -5.446 -6.896 2.778
H 1.365 10.812 -2.781
H -4.161 -3.534 4.504
H 2.713 6.784 -6.393
H 4.571 -1.841 2.602
C -1.611 1.517 -1.413
H 1.060 6.299 -3.121
H -0.959 1.772 -4.134
O 2.030 -0.883 -2.455
H -7.765 -6.863 -3.067
H -5.749 -5.330 -3.169
H -2.540 1.743 -1.947
O -0.660 0.945 -2.290
O 2.824 5.133 3.131
H 3.579 5.234 1.270
C 3.699 -3.792 2.046
C 3.544 4.776 -2.514
C -6.584 -4.893 0.210
O -5.102 -2.041 3.450
H 1.725 1.421 2.867
H -6.725 -0.987 1.687
C -3.576 -0.112 2.845
O 2.148 2.128 -2.861
C -8.148 -6.514 -0.929
O 5.264 4.129 4.687
C 2.755 1.098 2.679
H 2.970 1.976 -1.035
H 1.047 -7.039 1.700
C 3.668 4.568 2.133
C 4.930 -2.881 2.428
H 0.224 -6.978 0.123
H -9.040 -7.161 -0.848
H 1.662 -4.570 0.034
H -3.508 -7.693 0.633
H -0.142 8.517 -2.648
H 2.105 -6.120 -0.724
H 2.954 4.792 -4.879
H -2.424 -4.677 -1.192
H 7.268 4.177 4.343
Si -2.143 -5.870 1.625
C 2.034 10.188 -3.384
H 2.065 5.007 4.988
O 3.495 -6.784 1.728
H 2.817 -3.201 1.687
H 1.360 1.298 -1.124
Si -4.577 -4.568 2.284
H 0.164 8.959 -4.351
H -0.467 6.554 -3.942
H -0.356 2.910 -2.895
H 4.383 5.973 5.080
H -0.241 -4.287 0.964
C -6.254 -4.137 1.522
H 3.308 -2.496 -2.679
C 2.304 1.381 -1.665
C 2.898 4.564 4.435
C -6.272 -5.454 -2.197
H 4.396 5.841 -5.002
C 3.206 -5.817 1.098
O -1.837 -5.435 -1.326
H 4.054 4.658 6.243
O -3.245 -7.253 -2.083
C -5.846 -4.720 -1.015
C -5.621 0.777 1.016
H -4.198 -7.107 -1.945
O -3.305 -4.677 1.178
C 2.659 -1.851 -3.274
H 0.002 -5.054 2.552
N -4.799 -6.019 3.308
C 0.534 8.374 -3.500
H -4.326 2.475 0.503
O 1.120 6.656 -5.173
C -7.733 -5.796 0.240
C -5.779 -0.419 1.790
C 6.504 4.792 4.818
H -2.304 -6.382 2.991
H -1.205 2.429 -0.959
C -4.780 -0.905 2.728
B -2.506 -6.655 -1.044
H -2.802 -0.459 3.556
O 3.629 2.206 2.655
H 2.165 3.163 1.528
H 3.754 2.923 0.749
H 3.829 0.157 -2.538
H -6.454 1.077 0.345
H 3.282 -0.381 -0.926
H 1.289 2.254 -4.676
C -4.127 -3.108 3.463
H 2.808 0.541 1.736
H 3.061 0.444 3.495
H 5.368 -3.303 3.358
C 1.152 1.663 -3.767
H 2.820 7.852 -5.009
H 3.238 -1.368 -4.069
H 5.656 -2.914 1.583
C 1.914 -5.625 0.266
H -4.983 -4.033 -1.075
H -1.822 0.807 -0.614
H 6.481 5.763 4.311
H 3.067 10.428 -3.132
H 1.882 -2.459 -3.738
H -1.692 -8.123 0.496
H -3.072 -2.792 3.299
C 3.362 5.780 -4.637
C 2.525 6.848 -5.318

=====

Record 3
142
Properties=species:S:1:pos:R:3 method="wB97M-V/def2-TZVPD" e_tot_ha=-4406.45850 total_charge=+2 orbital_gap_ev=9.14
F 2.402 -2.781 -1.628
H -6.419 3.544 2.443
H 1.879 6.005 -1.546
H -0.664 -3.208 2.185
C 3.797 0.299 -4.800
H 0.154 6.424 2.200
H -2.523 2.270 3.722
C 5.284 -1.604 -5.577
N 5.079 -3.839 1.888
F 4.494 -3.794 -3.862
H -2.242 -1.996 -1.449
C -0.451 -4.253 -2.680
H -0.441 -7.704 -4.865
H 3.184 0.361 -5.644
C 1.528 0.754 0.671
F -2.158 6.619 1.298
H -0.905 -6.693 -0.789
N 1.044 6.639 0.288
H -5.396 0.061 -3.111
C -5.001 0.989 -1.124
C -7.450 5.010 0.249
C -0.801 -2.834 4.235
C 0.193 0.772 -0.122
H 4.548 0.593 2.301
C -1.258 -4.454 -0.617
N -1.741 -1.714 3.971
C 2.014 4.726 3.996
H -3.474 1.726 2.222
H 6.223 -5.322 2.753
C 0.282 7.718 -0.308
H 2.683 3.478 2.455
O -2.624 -2.531 1.325
C -4.756 -2.551 0.037
C -0.850 -5.676 -1.072
F 3.690 -4.527 -1.862
C -2.972 -1.643 4.512
H 0.391 8.641 0.275
H 4.383 0.962 4.048
H 2.537 2.074 -2.255
H -4.767 -3.653 0.012
N -5.647 2.000 -0.304
H -1.646 1.806 2.309
H -0.955 -1.790 -2.692
H 0.248 -7.458 -2.391
C -3.524 -0.430 4.290
H 0.284 1.514 -3.218
H -4.884 0.120 -0.464
H 1.209 -6.405 -3.439
H 1.116 5.324 4.199
H -7.725 4.965 -0.804
F -1.510 5.216 -0.358
H -3.422 -2.577 4.826
H 4.626 0.878 -1.756
N -0.338 -5.494 -2.289
H 6.491 -5.053 1.020
F -1.512 4.420 1.752
C 2.027 4.682 0.233
H -6.823 5.840 0.642
C 3.580 -1.011 3.526
H 2.103 4.031 4.838
H 3.470 -1.472 4.517
H 3.415 -1.120 0.776
H 2.562 -0.789 3.123
C 1.778 4.060 2.722
H -5.086 1.083 1.432
H 4.949 -3.513 3.981
C 4.583 -3.077 0.805
C -6.232 3.117 -0.651
H -0.041 -2.650 5.012
H 4.971 -1.347 -6.556
C -5.897 0.620 -2.370
H -6.803 0.048 -2.015
H -1.737 -7.216 -3.810
N 4.087 -2.057 2.652
C 3.955 -1.969 1.269
N 1.533 4.929 1.501
H 0.188 -0.077 -0.778
C 4.718 -3.186 2.984
N -2.602 0.206 3.481
N -0.967 -3.572 -1.653
O 1.516 -0.110 1.600
H -1.643 -4.074 0.263
C 4.581 0.539 -2.720
F -3.125 3.681 0.144
H 0.139 1.651 -0.666
H -0.547 -0.177 3.109
C 1.747 5.797 -0.515
H 0.613 7.941 -1.300
O -3.919 -0.676 1.247
H -0.961 -6.023 -4.936
F 3.110 -1.914 -3.653
H 4.825 -3.400 -0.163
F -3.759 5.824 -0.105
N 3.602 0.941 -3.686
H -4.543 -2.344 -1.013
C 0.002 -3.224 3.011
N -6.643 3.777 0.392
C 2.480 1.851 -3.307
P -2.611 5.103 0.766
C -6.282 3.053 1.507
H -0.807 7.506 -0.239
C -3.661 -1.900 0.998
C 5.397 -0.268 -3.397
F 4.626 -2.529 -2.069
H -0.540 -1.662 -0.962
H -6.436 3.433 -1.679
H 1.221 0.153 -3.808
H 5.084 -6.015 1.685
C -1.499 -0.561 3.434
C -1.207 -2.148 -1.683
C -5.581 1.948 1.060
H -5.762 -2.167 0.233
C 1.176 1.225 -3.772
C 0.895 6.097 1.522
H 2.504 3.762 0.049
H 6.336 -1.737 -5.363
H 1.131 1.457 -4.836
C 0.173 -6.631 -3.136
H 0.808 -2.486 2.832
H 0.937 3.374 2.776
C -2.591 1.585 2.870
H 5.601 -0.257 3.499
C 4.571 0.127 3.381
F -3.634 5.036 2.038
H 4.727 -2.466 -5.159
H 6.208 -0.928 -3.091
F 2.214 -4.018 -3.612
N 4.908 -0.445 -4.693
O 2.468 1.509 0.269
H -4.018 1.387 -1.399
H 2.858 5.368 4.111
H -8.400 4.957 0.807
H -6.266 1.510 -2.849
H -0.396 -3.967 -3.721
H -0.649 0.589 0.585
P 3.426 -3.267 -2.773
H -4.556 -0.149 4.559
H -1.356 -3.666 4.594
C 5.740 -5.123 1.819
C -0.827 -6.873 -4.260
H 0.448 -4.179 3.114
H 2.708 2.722 -3.826

=====

Number 1: LUMO energy 1.911 eV. Number 2: LUMO energy 0.169 eV. Number 3: LUMO energy -3.142 eV.